A cluster of 2 separate species, C2H3N5O4 in total. Source: OMol25; level of theory: the ωB97M-V functional and the def2-TZVPD basis.

Computed properties:
Highest occupied orbital energy in eV: -9.9
Relative energy (zero: lowest compared OMol25 entry of this formula, charge and spin) in kJ/mol: 335.9
SMILES string: O=N/N=N\[N+](=O)[O-].CN=C=O
Charge: 0
M in u: 161.08

Geometry as XYZ:
```
14
Properties=species:S:1:pos:R:3:forces:R:3
O 3.099269 0.314300 -0.870609 0.042 0.862 0.081
N 2.371073 -0.582392 -1.129500 0.604 -0.596 0.328
N 1.550014 -1.128716 -1.714982 -1.228 -0.493 1.151
N 0.786031 -2.090220 -1.945763 -0.018 -1.606 -2.651
N -0.244739 -2.541787 -1.010627 3.925 5.389 1.992
O -0.926897 -3.350343 -1.439700 -2.496 -2.895 -0.988
O -0.200276 -1.959849 0.068810 -0.682 -0.916 0.091
C -1.042176 1.907998 1.957721 -2.999 0.621 2.539
N -1.020460 1.644255 0.572350 0.388 0.243 1.487
C -0.577884 1.099235 -0.368065 -0.824 -0.508 0.043
O -0.375259 0.554380 -1.373887 0.810 -0.246 -1.364
H -1.491655 1.117719 2.724012 0.782 0.939 -2.305
H -0.165261 2.240933 2.483651 0.983 0.032 -0.648
H -1.761781 2.774485 2.046590 0.713 -0.826 0.245
```
Positions in Å, forces in eV/Å.

The molecule C2H3N5S. Source: OMol25; level of theory: the ωB97M-V functional and the def2-TZVPD basis.

Computed properties:
Highest occupied orbital energy in eV: -9.0
Relative energy (zero: lowest compared OMol25 entry of this formula, charge and spin) in kJ/mol: 279.9
SMILES string: [H]/N=c1/nnn(C=S)[nH]1
Charge: 0
M in u: 129.15

Geometry as XYZ:
```
11
Properties=species:S:1:pos:R:3:forces:R:3
H 3.473841 0.654561 -0.062406 -0.768 -0.085 0.505
N 3.021909 -0.189795 -0.403665 -2.254 -1.331 0.087
C 1.750214 -0.463914 -0.162971 7.511 1.833 -1.782
N 1.148299 -1.471853 -0.913926 -1.921 -0.072 0.698
N -0.094035 -1.352235 -0.707270 1.854 -1.044 -0.446
N -0.356087 -0.357385 0.171676 -1.472 -1.776 -1.525
C -1.658042 0.031694 -0.074192 -0.793 4.141 1.340
S -2.175238 1.465782 0.625494 0.271 -1.515 -0.631
N 0.883031 0.196192 0.584252 -4.162 3.655 3.012
H -2.323520 -0.453816 -0.864958 1.661 -0.101 1.440
H 0.878634 1.165588 1.224964 0.074 -3.705 -2.699
```
Positions in Å, forces in eV/Å.

The ion C2H3N6O2 with charge -1. Source: OMol25; level of theory: the ωB97M-V functional and the def2-TZVPD basis.

Computed properties:
Highest occupied orbital energy in eV: -5.5
Relative energy (zero: lowest compared OMol25 entry of this formula, charge and spin) in kJ/mol: 59.4
Charge: -1
M in u: 143.09

Geometry as XYZ:
```
13
Properties=species:S:1:pos:R:3:forces:R:3
C -0.398655 0.979569 -0.000463 -0.423 -4.149 -2.322
C -0.115442 -1.544750 0.520820 -0.959 -0.980 0.626
N -2.084051 2.208697 -0.253039 -0.906 -2.321 -0.676
N -1.673805 0.905458 -0.483518 1.107 1.193 1.198
N -0.023295 2.145775 0.353546 1.210 1.090 1.709
N -1.140976 2.884491 0.258239 0.985 1.205 -0.142
N 0.461843 -0.327179 0.016279 -0.841 2.951 0.031
N 1.629730 -0.485785 -0.660386 0.096 -0.269 -0.727
O 2.118711 0.419772 -1.358950 -0.985 -1.199 1.438
O 2.107496 -1.633785 -0.538122 0.417 1.272 -0.627
H 0.641037 -2.201052 1.019352 -0.484 0.319 -1.305
H -0.725880 -1.337036 1.399732 -0.461 0.678 -0.379
H -0.796712 -2.014174 -0.273492 1.245 0.211 1.177
```
Positions in Å, forces in eV/Å.

The molecule C2H3NO. Source: OMol25; level of theory: the ωB97M-V functional and the def2-TZVPD basis.

Computed properties:
Highest occupied orbital energy in eV: -10.1
Relative energy (zero: lowest compared OMol25 entry of this formula, charge and spin) in kJ/mol: 136.3
SMILES string: [H]/N=C/C=O
Charge: 0
M in u: 57.05

Geometry as XYZ:
```
7
Properties=species:S:1:pos:R:3:forces:R:3
H 0.161341 2.106580 0.434116 0.137 -0.158 -0.411
N -0.064585 1.123957 0.591710 0.177 1.831 0.304
C 0.193130 0.324185 -0.335140 0.136 0.340 -0.223
C -0.200619 -1.044920 0.078315 -0.059 -0.512 -0.103
O -0.659170 -1.154587 1.175125 -0.326 -1.472 0.243
H 0.631560 0.527708 -1.316540 -0.013 0.092 0.088
H -0.061658 -1.882922 -0.627585 -0.053 -0.121 0.102
```
Positions in Å, forces in eV/Å.

A structure of composition C2H3NO. Source: OMol25; level of theory: the ωB97M-V functional and the def2-TZVPD basis.

Computed properties:
Highest occupied orbital energy in eV: -10.6
Relative energy (zero: lowest compared OMol25 entry of this formula, charge and spin) in kJ/mol: 221.9
Charge: 0
M in u: 57.05

Geometry as XYZ:
```
7
Properties=species:S:1:pos:R:3:forces:R:3
C 0.818251 -0.792516 0.632570 -2.785 1.890 -3.484
C -0.364765 0.404159 -0.294305 -0.092 -1.343 0.300
N 0.235008 0.276536 0.994518 0.071 -0.336 1.348
O 0.220402 -0.807748 -0.802072 2.449 -0.760 2.531
H 1.481943 -1.446276 1.139506 0.494 -0.803 -0.160
H -1.406395 0.329809 -0.465635 -1.439 -0.229 0.828
H -0.116526 1.316911 -0.717562 1.302 1.582 -1.362
```
Positions in Å, forces in eV/Å.

A cluster of 2 separate species, C2H3NO in total. Source: OMol25; level of theory: the ωB97M-V functional and the def2-TZVPD basis.

Computed properties:
Highest occupied orbital energy (spin up / spin down) in eV: -10.4 / -10.4
Relative energy (zero: lowest compared OMol25 entry of this formula, charge and spin) in kJ/mol: 486.9
Charge: 0
M in u: 57.05

Geometry as XYZ:
```
7
Properties=species:S:1:pos:R:3:forces:R:3
C 1.471653 0.082167 0.010146 0.045 -1.228 -0.134
C -0.371884 0.052213 -0.371873 -1.150 -1.071 1.901
N 0.662113 1.035929 -0.154596 -1.046 1.306 0.366
O 0.637355 -1.048269 -0.052729 -0.130 1.461 -0.541
H 2.586160 0.120157 0.062360 -1.122 -0.515 0.130
H -1.956867 -0.195978 0.639077 3.560 0.716 -1.984
H -0.733325 0.116641 -1.399091 -0.157 -0.670 0.262
```
Positions in Å, forces in eV/Å.

The molecule C2H3NO2. Source: OMol25; level of theory: the ωB97M-V functional and the def2-TZVPD basis.

Computed properties:
Highest occupied orbital energy in eV: -10.2
Relative energy (zero: lowest compared OMol25 entry of this formula, charge and spin) in kJ/mol: 267.2
SMILES string: [H]/N=C/C(=O)O
Charge: 0
M in u: 73.05

Geometry as XYZ:
```
8
Properties=species:S:1:pos:R:3:forces:R:3
H 2.463791 -0.385595 -0.169218 0.678 0.405 0.263
N 1.507270 -0.677581 -0.155064 -0.758 -0.437 -0.469
C 0.652506 0.174926 0.036725 -3.780 0.846 0.893
C -1.174799 0.007467 -0.049696 -2.520 0.477 -0.173
O -1.639848 1.121708 -0.101223 1.206 -0.582 0.302
O -2.238473 -1.037705 -0.073869 2.581 0.586 0.602
H 0.503559 1.274215 0.358660 1.088 -1.489 -0.766
H -3.087074 -0.668954 0.295193 1.505 0.193 -0.651
```
Positions in Å, forces in eV/Å.

The molecule C2H3NO2. Source: OMol25; level of theory: the ωB97M-V functional and the def2-TZVPD basis.

Computed properties:
Highest occupied orbital energy (spin up / spin down) in eV: -9.5 / -9.3
Relative energy (zero: lowest compared OMol25 entry of this formula, charge and spin) in kJ/mol: 785.3
Charge: 0
M in u: 73.05

Geometry as XYZ:
```
8
Properties=species:S:1:pos:R:3:forces:R:3
C -0.465699 0.484315 0.042104 2.916 2.038 -0.411
C 0.962733 -0.071575 -0.007582 -0.154 0.225 0.023
N -0.651967 1.686848 -0.033793 -1.290 -0.754 -0.058
O -1.254488 -0.644629 0.302835 -2.423 -1.943 -0.042
O -2.423191 -0.845404 -0.241743 0.843 0.732 0.449
H 1.059133 -0.790958 0.800811 0.065 -0.115 0.051
H 1.098336 -0.558699 -0.969851 0.024 -0.087 -0.019
H 1.675144 0.740105 0.107217 0.019 -0.096 0.007
```
Positions in Å, forces in eV/Å.

The molecule C2H3NO2. Source: OMol25; level of theory: the ωB97M-V functional and the def2-TZVPD basis.

Computed properties:
Highest occupied orbital energy (spin up / spin down) in eV: -9.0 / -9.0
Relative energy (zero: lowest compared OMol25 entry of this formula, charge and spin) in kJ/mol: 533.3
Charge: 0
M in u: 73.05

Geometry as XYZ:
```
8
Properties=species:S:1:pos:R:3:forces:R:3
C -0.134568 -0.289657 -0.032116 0.805 2.555 0.423
C 0.663232 0.933608 0.217869 -0.851 -0.413 -0.273
N -1.424278 -0.360809 -0.063886 -1.413 0.219 1.411
O -2.322970 0.482711 0.277456 1.499 -1.379 -0.856
O 1.874728 0.430972 0.116365 2.716 2.617 -0.493
H 0.492051 -1.075101 -0.339225 -0.111 -1.714 -0.420
H -1.702634 -1.339544 -0.223462 -0.750 0.311 -0.372
H 2.554440 1.217821 0.046996 -1.895 -2.197 0.581
```
Positions in Å, forces in eV/Å.

The molecule C2H3NO2. Source: OMol25; level of theory: the ωB97M-V functional and the def2-TZVPD basis.

Computed properties:
Highest occupied orbital energy in eV: -10.3
Relative energy (zero: lowest compared OMol25 entry of this formula, charge and spin) in kJ/mol: 59.5
SMILES string: O=C=NCO
Charge: 0
M in u: 73.05

Geometry as XYZ:
```
8
Properties=species:S:1:pos:R:3:forces:R:3
O -2.851455 0.252912 -0.620299 -1.271 -0.444 0.050
C -1.703051 0.313044 -0.508284 0.545 0.460 -0.133
N -0.542696 0.581520 -0.487134 0.435 0.149 -0.046
C 0.717244 0.085241 -0.081373 0.517 0.114 -0.238
O 0.562903 -0.942282 0.862497 -0.107 -0.209 0.187
H 1.241901 -0.290999 -0.977196 -0.109 0.124 0.279
H 1.278752 0.937217 0.327536 -0.008 -0.262 -0.045
H 1.296402 -0.936653 1.484252 -0.003 0.068 -0.054
```
Positions in Å, forces in eV/Å.